(1)
C51H52N10O20P | ωB97M-V/def2-TZVPD

As for the highest occupied orbital energy: -0.1874 Ha. As for the total charge: -1. The calculation puts the total energy at -118845.4132 eV. The value obtained for the HOMO-LUMO gap is 0.1904 Eh.

XYZ file:
```
134
Properties=species:S:1:pos:R:3:forces:R:3:lowdin_charge:R:1
C -0.544641 -0.513158 5.210892 0.3 -0.8 0.9 -0.09
C -1.912261 -1.320907 4.806076 -4.0 1.0 0.9 -0.32
N -3.142277 -0.855135 5.262329 4.7 -2.0 -2.0 0.07
C -1.952266 -2.714143 3.881117 0.4 2.6 -0.4 -0.18
N -2.282045 -3.858103 4.810399 2.4 2.1 -0.6 -0.24
P -1.350541 -3.850435 6.316911 0.0 -4.4 1.9 0.94
O 0.336006 -3.482401 6.093460 -1.4 1.1 1.5 -0.32
O -2.089205 -2.923992 7.591394 -0.2 0.5 -1.4 -0.36
C -2.365300 -5.191961 4.128555 -0.6 -2.1 -0.7 -0.34
C -3.932453 -5.731676 4.353710 0.5 -0.2 0.9 -0.21
N -4.940431 -4.590308 4.267136 0.9 0.1 0.7 -0.04
C -1.395618 -6.373842 4.697873 -1.0 -2.3 -0.5 -0.17
O 0.058865 -6.167379 4.420813 0.7 -1.8 4.1 -0.10
C 0.888441 -6.768166 5.477630 4.7 3.9 1.2 -0.30
C 0.686870 -8.243212 6.163806 -0.9 0.0 0.9 -0.04
O 1.960110 -6.049243 5.912113 -6.6 -4.6 -2.9 -0.07
C -2.164011 -5.146157 2.483530 1.5 1.1 -7.4 -0.37
O -3.226729 -5.269976 1.640190 4.3 0.4 5.3 -0.15
O -0.857417 -4.918517 1.806114 -5.9 -1.1 4.7 -0.25
H -0.430210 -0.622371 6.393585 -0.4 0.2 -2.5 0.09
H -0.564791 0.636994 4.978849 -0.3 -2.4 0.2 0.07
H 0.437628 -1.022307 4.768729 -2.4 1.1 0.7 0.09
H -3.919470 -1.493135 4.928483 1.3 0.6 0.3 0.03
H -2.800439 -2.496876 3.069418 1.8 -0.8 1.7 0.14
H -0.919546 -2.792612 3.335595 -2.0 -0.3 0.9 0.13
H 0.848234 -3.771133 6.929500 -1.5 0.4 -1.9 0.08
H -3.007580 -3.264449 7.823805 1.8 0.4 -0.9 0.06
H -4.186796 -6.640591 3.642811 0.6 2.3 1.2 0.13
H -3.985154 -6.154497 5.452798 0.1 0.9 -1.9 0.11
H -4.979618 -4.065916 5.191590 0.4 -1.0 -1.7 0.06
H -4.661217 -3.883998 3.542095 -0.2 -1.3 0.8 0.05
H -1.673979 -7.357965 4.080457 0.3 2.2 1.1 0.16
H -1.599000 -6.679238 5.832599 0.5 1.2 -2.5 0.11
H 1.631602 -8.951937 6.090457 -1.9 1.9 -0.2 0.10
H 0.535874 -8.048749 7.332025 0.4 -0.2 -2.6 0.11
H -0.278403 -8.822018 5.818264 2.0 1.3 0.4 0.08
C -5.002536 0.006872 -0.896841 0.2 0.0 0.1 -0.07
C -5.334709 0.737103 0.245335 0.4 -0.1 0.0 -0.08
C -4.352092 1.048961 1.186929 0.0 0.0 0.0 0.00
C -3.033053 0.626515 0.971416 -0.7 -0.2 -0.7 -0.14
C -2.698326 -0.113316 -0.170544 0.0 0.1 0.0 0.02
C -3.690197 -0.421570 -1.103733 -0.1 0.2 0.3 -0.05
N -1.990597 0.973057 1.944898 0.5 0.1 0.8 -0.29
O -2.330144 1.612402 2.951700 0.5 -1.1 -1.5 0.02
O -0.830547 0.610358 1.702465 -1.6 0.5 0.6 0.04
H -5.771038 -0.229031 -1.630979 0.2 0.0 0.2 0.11
H -6.360008 1.066212 0.400273 0.2 -0.1 0.0 0.11
H -4.627057 1.618832 2.071799 0.3 -0.2 -0.1 0.12
H -1.679618 -0.451735 -0.347893 -0.2 0.1 0.2 0.12
H -3.439779 -0.992804 -1.994928 0.0 0.1 0.2 0.12
C 0.721366 1.929263 -0.584646 0.1 0.1 -0.1 -0.06
C 0.594276 2.820340 -1.651404 0.4 -0.1 -0.1 -0.05
C 1.636163 2.966242 -2.569324 0.0 0.0 0.0 0.00
C 2.804408 2.207963 -2.411247 -0.7 -0.1 0.6 -0.15
C 2.937724 1.318337 -1.336883 0.0 0.0 0.0 0.00
C 1.890103 1.183102 -0.423719 0.0 0.2 -0.3 -0.05
N 3.893020 2.338052 -3.387194 0.8 -0.1 -0.4 -0.31
O 3.744735 3.149572 -4.313018 0.3 -1.0 1.2 0.03
O 4.895762 1.626379 -3.232052 -1.4 1.1 -0.4 0.06
H -0.095970 1.814784 0.125325 0.3 0.0 -0.2 0.08
H -0.319105 3.399474 -1.769270 0.2 -0.1 0.0 0.09
H 1.521589 3.664815 -3.395292 0.2 -0.2 0.1 0.12
H 3.840796 0.727315 -1.199403 -0.2 0.2 -0.2 0.12
H 1.982743 0.492894 0.411911 0.0 0.1 -0.2 0.12
C 3.421540 0.760765 -8.857362 -0.1 0.0 0.1 -0.08
C 3.532858 0.297244 -7.545533 -0.4 0.1 -0.2 -0.07
C 2.385077 -0.006292 -6.810782 -0.1 0.0 -0.1 0.00
C 1.125246 0.154445 -7.403876 0.9 0.2 -0.5 -0.14
C 1.010313 0.626923 -8.718037 0.0 0.0 0.0 0.00
C 2.165243 0.929872 -9.441934 0.0 -0.1 0.4 -0.07
N -0.084111 -0.187128 -6.645421 -1.1 -0.4 0.9 -0.33
O 0.058380 -0.583924 -5.479250 -0.2 0.6 -1.8 0.07
O -1.177550 -0.063269 -7.215589 1.5 -0.2 0.8 0.06
H 4.319556 0.990766 -9.428212 -0.2 0.0 0.1 0.10
H 4.515433 0.169461 -7.096342 -0.2 0.0 0.0 0.11
H 2.488711 -0.366569 -5.789598 -0.2 0.1 -0.2 0.12
H 0.038715 0.761045 -9.188945 0.2 -0.1 0.3 0.12
H 2.086630 1.294382 -10.463795 0.0 -0.1 0.2 0.11
C -6.818097 6.989933 -0.664229 0.1 -0.1 0.0 -0.08
C -5.491049 7.369752 -0.457294 -0.1 -0.4 -0.1 -0.07
C -4.455116 6.479268 -0.745869 0.0 -0.1 0.0 0.00
C -4.760734 5.206730 -1.247882 -0.7 0.7 0.2 -0.14
C -6.092413 4.820057 -1.449314 0.0 0.0 0.0 0.00
C -7.120008 5.718240 -1.154379 0.4 0.1 0.1 -0.07
N -3.675172 4.275291 -1.577200 0.9 -1.1 -0.4 -0.31
O -2.511137 4.647547 -1.367075 -1.6 -0.5 -0.3 0.05
O -3.984320 3.172207 -2.050140 0.5 1.7 0.7 0.07
H -7.622188 7.689740 -0.443071 0.2 -0.2 0.0 0.11
H -5.263801 8.362067 -0.073597 0.0 -0.2 -0.1 0.11
H -3.426167 6.790440 -0.579165 -0.2 -0.3 -0.1 0.12
H -6.344057 3.833809 -1.833680 0.3 0.2 0.1 0.12
H -8.156866 5.428590 -1.310188 0.2 0.0 0.0 0.11
C 2.261265 -6.257355 1.508594 0.0 0.1 0.0 -0.04
C 2.470432 -6.509894 0.151903 0.3 -0.3 0.2 -0.05
C 3.298110 -7.562091 -0.244614 0.0 0.0 0.0 -0.01
C 3.910464 -8.361574 0.730384 -0.5 0.6 0.2 -0.16
C 3.708349 -8.105495 2.093115 -0.1 0.0 0.0 0.00
C 2.880728 -7.048626 2.477489 0.1 -0.2 -0.4 -0.05
N 4.761312 -9.484949 0.319825 0.5 -0.7 -0.3 -0.33
O 4.930667 -9.667304 -0.894986 -0.1 0.1 1.7 0.04
O 5.257973 -10.188910 1.210784 -0.6 0.8 -1.3 0.04
H 1.610565 -5.439302 1.812869 -0.1 -0.2 0.0 0.10
H 1.985324 -5.887857 -0.597293 0.1 -0.2 0.2 0.11
H 3.450919 -7.745947 -1.305840 0.1 -0.1 0.3 0.11
H 4.181286 -8.714937 2.860354 0.0 0.0 -0.4 0.11
H 2.715109 -6.843652 3.532857 0.1 0.0 -0.2 0.09
C 5.112492 5.235196 -6.355578 0.0 0.0 -0.1 -0.06
C 5.391717 3.934464 -6.777799 0.1 0.1 -0.3 -0.06
C 6.004405 3.716057 -8.013236 0.0 0.2 0.0 0.00
C 6.338832 4.812814 -8.819495 -0.4 0.1 0.8 -0.15
C 6.052678 6.119281 -8.401495 0.0 0.0 0.0 -0.01
C 5.437124 6.325027 -7.165198 0.1 -0.4 -0.2 -0.07
N 7.006119 4.591139 -10.107928 0.6 -0.2 -1.1 -0.33
O 7.225136 3.419769 -10.450894 -0.3 1.7 0.4 0.05
O 7.315912 5.587495 -10.776766 -0.4 -1.5 0.9 0.06
H 4.639772 5.400785 -5.388975 0.1 -0.1 -0.2 0.10
H 5.134336 3.090137 -6.141858 0.1 0.3 -0.2 0.08
H 6.215428 2.696339 -8.327876 0.1 0.3 -0.1 0.11
H 6.302285 6.979307 -9.019394 0.0 -0.4 0.0 0.12
H 5.213618 7.335586 -6.830441 0.1 -0.2 -0.1 0.11
C -0.987426 4.196225 3.563900 0.1 0.2 -0.1 -0.06
C -1.589908 4.549152 4.772452 0.4 0.2 -0.1 -0.05
C -0.979322 5.482309 5.612569 0.0 0.0 -0.1 0.00
C 0.237834 6.061870 5.228627 -0.4 -0.6 -0.6 -0.15
C 0.848711 5.703660 4.019503 0.0 0.0 0.0 0.00
C 0.229963 4.767173 3.188955 -0.2 0.2 0.4 -0.06
N 0.871951 7.062354 6.095460 0.5 0.8 0.7 -0.33
O 0.309961 7.338483 7.165798 0.9 -0.3 -1.5 0.05
O 1.930187 7.576467 5.705762 -1.5 -0.7 0.6 0.05
H -1.470128 3.472351 2.909525 0.2 0.3 0.3 0.08
H -2.537992 4.098709 5.058447 0.2 0.1 0.0 0.11
H -1.461660 5.746778 6.551058 0.3 0.1 -0.2 0.12
H 1.795713 6.141936 3.711528 -0.2 0.0 0.3 0.12
H 0.694701 4.484765 2.246877 -0.1 0.1 0.2 0.11
```
Forces are in eV/Å.



(2)
C30H34IN10ORh | ωB97M-V/def2-TZVPD

As for the highest occupied orbital energy (alpha / beta): -0.4935 / -0.5028 Ha. As for the total charge: +2. The calculation puts the total energy at -59703.9046 eV. The energy above the lowest of the compared OMol25 structures with the same formula, charge and spin is 2.0 kcal per mole. As for the multiplicity: 5. The value obtained for the HOMO-LUMO gap (alpha / beta) is 0.3093 / 0.2421 Eh.

XYZ file:
```
77
Properties=species:S:1:pos:R:3:forces:R:3:mulliken_spin:R:1
Rh -0.833342 0.487153 -1.148933 0.3 -0.2 0.6 2.51
C -1.624030 0.763100 3.341513 0.0 0.0 0.0 0.00
C -1.719911 0.640639 1.973835 0.0 0.0 -0.1 0.00
N -0.654734 0.426843 1.185588 -0.1 0.0 0.0 0.13
C 0.537181 0.302301 1.763258 0.0 0.0 0.1 -0.04
C 0.735223 0.379277 3.141074 0.0 0.0 -0.1 0.00
C -0.373419 0.646463 3.932178 0.0 0.0 0.0 0.00
C 2.072855 0.285460 3.758576 0.1 0.0 0.0 0.00
C 3.015391 -0.654352 3.649767 0.0 0.0 0.1 0.00
C 2.993491 -1.954784 2.959662 0.0 -0.1 0.0 0.00
C 4.006925 -2.872722 3.222389 0.0 0.0 0.0 0.00
C 3.940528 -4.101163 2.587751 0.0 0.0 0.0 0.00
N 2.947057 -4.417821 1.759052 0.0 0.0 0.0 0.00
C 2.021450 -3.482633 1.590474 0.0 0.0 -0.1 0.00
N 1.993308 -2.270081 2.127510 -0.1 0.2 -0.1 0.00
H -2.506843 0.958589 3.933501 0.0 0.0 0.0 0.00
H -2.678569 0.730739 1.473814 0.0 0.0 0.0 0.00
H 1.382967 0.175578 1.110569 0.1 -0.1 -0.1 0.02
H -0.264294 0.752996 5.004319 0.0 0.0 0.0 0.00
H 2.291642 1.090958 4.452850 0.0 0.0 0.0 0.00
H 3.910807 -0.494503 4.239993 0.0 0.0 0.0 0.00
H 4.812491 -2.641454 3.905501 0.0 0.0 0.0 0.00
H 4.703225 -4.854582 2.746377 0.0 0.0 0.0 0.00
H 1.199446 -3.733863 0.927905 0.0 0.0 0.0 0.00
C 4.132902 1.165303 -1.209651 0.0 0.0 0.0 0.00
N 3.651722 -0.196465 -1.003030 0.0 0.0 0.0 0.00
C 4.614876 -1.239533 -0.667169 0.0 0.0 0.0 0.00
C 2.362899 -0.452288 -1.103760 0.0 0.1 0.0 -0.01
O 1.516437 0.419275 -1.388258 -0.1 -0.1 0.0 0.08
H 5.213665 1.173567 -1.103997 0.0 0.0 0.0 0.00
H 3.693497 1.839326 -0.473808 0.0 0.0 0.0 0.00
H 3.870250 1.512453 -2.208458 0.0 0.0 0.0 0.00
H 5.364388 -1.321353 -1.453133 0.0 0.0 0.0 0.00
H 4.102112 -2.194021 -0.567407 0.0 0.0 0.0 0.00
H 5.109425 -1.000559 0.274234 0.0 0.0 0.0 0.00
H 2.081261 -1.490478 -0.912615 0.0 -0.1 0.1 0.00
C -6.330829 2.093436 -1.429628 0.0 0.0 0.0 0.00
N -5.154786 1.224737 -1.436005 0.0 0.0 0.0 0.00
C -5.081405 -0.036396 -1.967199 0.0 0.0 -0.1 0.00
C -3.799169 -0.452334 -1.790091 0.0 0.0 0.0 0.02
N -3.087751 0.536466 -1.140990 -0.1 0.0 -0.1 0.13
C -3.941485 1.531533 -0.957742 0.0 0.0 0.0 -0.02
H -7.223418 1.475785 -1.393622 0.0 0.0 0.0 0.00
H -6.350037 2.708062 -2.326749 0.0 0.0 0.0 0.00
H -6.305932 2.727202 -0.547257 0.0 0.0 0.0 0.00
H -5.934247 -0.515465 -2.415435 0.0 0.0 0.0 0.00
H -3.345342 -1.385591 -2.076252 0.0 0.0 0.0 -0.01
H -3.724500 2.481544 -0.496830 0.0 0.0 0.0 -0.01
N -2.422098 5.977704 1.882415 0.0 0.0 0.0 0.00
C -1.692139 5.456679 1.166011 0.0 0.1 -0.1 0.00
C -0.824210 4.772152 0.249232 0.0 0.0 0.0 -0.01
C 0.156922 5.427966 -0.487592 0.0 0.0 0.0 0.00
C 0.938014 4.678693 -1.350944 0.0 0.0 0.0 0.00
C 0.709120 3.318686 -1.460292 0.0 0.0 0.0 0.02
N -0.237857 2.688114 -0.754726 -0.1 0.0 -0.1 0.11
C -0.978245 3.402239 0.087931 0.0 0.0 0.0 -0.01
H 0.300883 6.494615 -0.380685 0.0 0.0 0.0 0.00
H 1.714459 5.143120 -1.941661 0.0 0.0 0.0 0.00
H 1.296815 2.694985 -2.119718 0.0 0.0 0.0 0.00
H -1.713574 2.867843 0.675134 0.0 0.0 0.0 -0.01
I -1.615578 2.019291 -4.035479 -0.1 0.2 -0.1 0.22
C -0.460627 0.376468 -3.805440 0.1 -0.1 -0.4 0.78
H 0.605713 0.523656 -3.894001 0.0 0.0 0.0 0.00
H -0.899045 -0.545606 -4.159877 0.0 0.0 0.0 -0.02
N -2.316706 -2.216191 0.488342 0.0 0.0 0.1 0.01
C -1.459757 -2.720417 -0.428059 0.0 0.0 0.0 0.01
C -1.322970 -4.119625 -0.557222 0.0 0.0 0.0 0.00
C -0.474817 -4.630179 -1.499620 0.0 0.0 0.0 0.00
C 0.252288 -3.751067 -2.314684 0.0 0.0 0.0 0.01
C 0.068889 -2.410139 -2.126663 0.0 0.0 0.0 0.03
N -0.763557 -1.870131 -1.203011 0.0 0.1 0.0 0.08
H -2.935242 -2.834339 0.981993 0.0 0.0 0.0 0.00
H -2.543541 -1.238634 0.472578 0.0 0.0 0.0 0.00
H -1.901366 -4.766917 0.088257 0.0 0.0 0.0 0.00
H -0.366189 -5.700791 -1.610989 0.0 0.0 0.0 0.00
H 0.931341 -4.109515 -3.073778 0.0 0.0 0.0 0.00
H 0.609703 -1.695035 -2.731147 0.0 0.0 0.0 -0.02
```
Forces are in eV/Å.



(3)
C25H32BrF3N3O4 | ωB97M-V/def2-TZVPD

Its SMILES is CCOc1cc(CNCCC[NH+]2CCOCC2)cc(Br)c1OCC(=O)Nc1cccc(C(F)(F)F)c1. As for the highest occupied orbital energy: -0.4054 Ha. As for the total charge: +1. The calculation puts the total energy at -117294.6349 eV. The energy above the lowest of the compared OMol25 structures with the same formula, charge and spin is 5.4 kcal per mole. The value obtained for the HOMO-LUMO gap is 0.3283 Eh.

XYZ file:
```
68
Properties=species:S:1:pos:R:3:forces:R:3:nbo_charge:R:1
C -4.382551 -3.622328 2.390266 0.3 0.1 -0.3 -0.63
C -3.104726 -3.464205 1.583769 0.0 -0.3 0.4 -0.06
O -3.387993 -2.560189 0.525227 -0.1 0.2 -0.4 -0.51
C -2.388645 -2.028393 -0.202111 0.0 0.2 -0.1 0.35
C -1.063854 -2.455122 -0.153177 -0.1 -0.1 0.0 -0.31
C -0.083679 -1.878055 -0.949554 0.0 0.0 -0.1 -0.04
C 1.364054 -2.276834 -0.827464 -0.2 0.0 -0.2 -0.23
N 2.129964 -1.290759 -0.046975 0.0 0.0 -0.2 -0.64
C 1.831763 -1.289917 1.392025 -0.2 0.3 0.3 -0.23
C 2.913612 -0.516332 2.150221 0.0 -0.3 -0.2 -0.43
C 4.291687 -1.147452 1.958196 -0.2 0.2 0.6 -0.22
N 4.639664 -1.183289 0.519215 0.0 -0.1 -0.1 -0.43
C 5.550432 -2.281967 0.150495 0.3 -0.3 -0.5 -0.25
C 5.734456 -2.286319 -1.371351 0.0 -0.2 0.3 -0.08
O 6.244121 -1.060540 -1.822023 0.1 0.0 -0.1 -0.50
C 5.392355 0.004500 -1.487702 0.0 0.2 0.2 -0.08
C 5.197313 0.092716 0.028316 0.2 0.4 -0.5 -0.26
C -0.419373 -0.849047 -1.814333 -0.1 -0.1 0.1 -0.28
C -1.725461 -0.398972 -1.844119 -0.3 0.2 0.0 -0.09
Br -2.194009 1.097216 -2.923621 0.2 -0.2 0.1 0.09
C -2.726057 -0.952418 -1.051340 0.2 0.0 -0.1 0.20
O -3.959332 -0.381808 -1.162506 0.1 -0.4 -0.2 -0.49
C -4.766643 -0.258102 -0.003800 -0.5 -0.1 0.4 -0.16
C -3.956765 0.258116 1.186150 0.0 0.0 -0.5 0.66
O -4.098107 -0.150844 2.311252 -0.1 -0.1 0.3 -0.58
N -3.022492 1.180754 0.798053 -0.2 0.4 -0.3 -0.64
C -1.887139 1.568859 1.499467 0.4 0.0 0.2 0.24
C -1.785290 1.452479 2.885960 -0.1 0.0 0.1 -0.23
C -0.611311 1.802654 3.525928 0.1 0.0 -0.1 -0.19
C 0.483301 2.257654 2.809087 0.1 0.0 -0.2 -0.21
C 0.375757 2.374132 1.429695 0.0 0.0 0.0 -0.15
C 1.543445 2.808689 0.596431 0.3 -0.2 0.0 0.98
F 2.668069 3.003318 1.305140 0.0 0.2 0.3 -0.33
F 1.888808 1.826358 -0.297121 -0.1 -0.2 -0.3 -0.37
F 1.330070 3.899395 -0.127344 -0.2 0.2 0.0 -0.30
C -0.799188 2.045521 0.770047 0.0 0.0 0.2 -0.25
H -4.212278 -4.301956 3.219465 0.0 -0.1 0.1 0.22
H -5.174487 -4.020296 1.762300 -0.1 -0.1 0.0 0.22
H -4.688891 -2.653599 2.776628 0.0 0.0 0.1 0.24
H -2.778757 -4.427741 1.170843 0.0 0.1 0.0 0.18
H -2.308149 -3.052677 2.216964 0.0 0.0 -0.1 0.17
H -0.796782 -3.269998 0.500440 0.0 -0.1 0.1 0.22
H 1.817643 -2.328257 -1.820829 0.0 -0.1 0.1 0.22
H 1.463133 -3.251660 -0.346160 0.0 0.0 -0.1 0.21
H 1.922883 -0.368836 -0.428637 -0.1 0.0 0.1 0.40
H 1.825016 -2.329710 1.730457 0.0 0.0 0.0 0.20
H 0.846283 -0.860358 1.605140 0.0 -0.1 0.0 0.22
H 2.926260 0.521944 1.822639 0.0 0.1 0.0 0.22
H 2.671604 -0.518529 3.212152 0.0 0.1 0.0 0.25
H 5.054112 -0.596262 2.513616 0.1 -0.1 -0.1 0.23
H 4.273906 -2.174519 2.328968 0.1 0.0 -0.1 0.22
H 3.616149 -1.330618 0.044596 0.3 0.0 0.0 0.47
H 5.127773 -3.232798 0.476841 0.0 0.1 0.1 0.22
H 6.517467 -2.129610 0.637659 -0.1 0.0 0.1 0.22
H 6.459264 -3.047619 -1.661493 -0.1 0.0 0.1 0.23
H 4.770085 -2.504612 -1.857162 0.1 0.0 0.0 0.17
H 5.871146 0.910528 -1.859817 -0.1 0.0 0.1 0.23
H 4.415546 -0.113486 -1.981779 0.0 0.0 0.0 0.17
H 4.520485 0.910867 0.269752 -0.1 0.0 0.1 0.24
H 6.162340 0.269490 0.511192 -0.1 -0.1 0.1 0.22
H 0.319385 -0.383890 -2.448040 0.1 0.1 -0.1 0.23
H -5.235339 -1.206238 0.272992 0.1 0.3 0.0 0.23
H -5.543808 0.463205 -0.274138 0.1 -0.1 0.1 0.22
H -3.052696 1.472711 -0.172628 0.0 -0.2 0.1 0.42
H -2.627807 1.087128 3.448968 0.0 0.0 0.0 0.26
H -0.547618 1.722066 4.599337 0.0 0.0 0.1 0.23
H 1.397467 2.530869 3.311541 0.1 0.0 0.0 0.23
H -0.865393 2.158525 -0.302181 0.0 -0.1 -0.2 0.23
```
Forces are in eV/Å.